(1)
A cluster of 2 separate species, C5H12O in total. Source: the Open Molecules 2025 dataset; level of theory: the ωB97M-V functional and the def2-TZVPD basis.

Geometry as XYZ:
```
18
Properties=species:S:1:pos:R:3:forces:R:3
C -0.90840 -2.43642 0.36727 -0.1 -0.2 0.0
C -0.81267 -0.93968 0.13624 0.0 -0.1 0.1
C 0.54024 1.40579 -0.61550 -0.3 0.2 -0.8
C -0.51361 2.43925 -0.46265 0.0 0.0 0.0
O 1.30006 1.11782 0.38027 0.2 0.3 0.7
C 2.09370 0.06256 0.47705 0.6 -0.1 -0.1
H -0.35047 -2.96727 -0.41235 -0.1 0.0 0.1
H -0.44802 -2.69056 1.32781 -0.1 -0.1 -0.1
H -1.93738 -2.80268 0.36314 0.1 0.0 0.0
H -1.33532 -0.35758 0.90551 0.1 -0.1 -0.1
H -1.22929 -0.64953 -0.83528 0.1 -0.1 0.1
H 0.66642 0.82659 -1.52762 0.0 0.1 0.1
H -1.49033 2.03690 -0.76984 0.2 0.1 0.1
H -0.31831 3.32411 -1.08093 -0.1 -0.1 0.1
H -0.59023 2.74957 0.58299 0.0 0.0 -0.1
H 2.67300 0.02223 1.38421 0.0 0.1 -0.1
H 0.26130 -0.71511 0.22296 -0.5 0.0 -0.2
H 2.39932 -0.42600 -0.44326 0.0 0.0 0.1
```
Positions in Å, forces in eV/Å.

The gap between HOMO and LUMO (spin up / spin down) is 0.305 / 0.289 Eh. The value obtained for the lowest unoccupied orbital energy (spin up / spin down) is 1.005 / 0.895 eV.

***

(2)
An isolated molecule of C3H13BrSi3. Source: the Open Molecules 2025 dataset; level of theory: the ωB97M-V functional and the def2-TZVPD basis.

Geometry as XYZ:
```
20
Properties=species:S:1:pos:R:3:forces:R:3
C 1.74526 -0.65501 0.63912 1.7 0.0 -3.0
Si 0.43267 0.58950 -0.05163 1.7 2.1 -1.6
C 0.82471 1.17461 -1.88505 -0.2 -0.5 -1.3
C 0.56246 2.39481 0.69075 -4.4 0.0 2.0
Si -1.52870 -0.48240 0.31055 -0.9 -1.3 1.2
Si -1.91971 -2.83486 0.24464 2.3 0.8 -1.4
Br -3.14972 0.42637 -0.80418 -1.0 0.7 -1.0
H 1.94294 -0.48328 1.65351 -0.1 -0.1 1.8
H 1.59637 -1.76521 0.39910 -0.1 1.6 0.5
H 2.79235 -0.39876 0.16905 -1.9 -0.4 0.5
H 0.02518 1.80987 -2.38018 0.3 -1.2 0.7
H 1.66841 1.86176 -2.07247 0.1 -0.2 1.1
H 1.10970 0.33545 -2.56880 -0.7 0.4 0.3
H 0.14368 3.42336 0.32380 0.5 -2.4 -0.1
H 0.15558 2.33028 1.76791 0.5 0.2 -1.3
H 1.55635 2.50153 0.82959 3.6 0.6 0.3
H -2.02960 -0.29573 1.72897 0.5 0.1 -0.3
H -1.27406 -3.29733 1.43920 0.9 -0.5 0.6
H -1.42029 -3.54346 -1.01698 -0.4 0.3 0.8
H -3.23357 -3.09149 0.58309 -2.3 -0.2 0.0
```
Positions in Å, forces in eV/Å.

The gap between HOMO and LUMO is 0.367 Eh. The value obtained for the lowest unoccupied orbital energy is 0.603 eV. Its SMILES is C[Si](C)(C)[Si@H]([SiH3])Br.

***

Calculated energy above the lowest of the compared OMol25 structures with the same formula, charge and spin in order - 94.0, 12.5 kcal per mole
Calculated DFT total energy in order - -272.7988, -3564.5675 Eh